The following is a DFT calculation (ωB97M-V/def2-TZVPD) of a molecular structure, C33H61Br4FN5O.

Structure (XYZ):
```
105
Properties=species:S:1:pos:R:3:forces:R:3
C -4.226950 0.963004 5.710414 0.51 -0.01 0.78
C -3.240824 2.123341 6.116440 0.40 -0.36 -0.42
C -2.277182 2.561522 4.923209 -0.68 -0.45 0.88
C -1.113975 1.487260 4.773768 -0.38 0.68 -0.05
C 0.320378 2.050241 5.104957 -0.48 -0.13 -0.25
C 1.335335 0.928744 5.613876 -0.02 1.23 0.48
C 2.760017 1.062357 4.939536 0.22 -0.13 0.76
C 3.380836 -0.292349 4.432776 -0.59 -0.04 0.05
C 2.401943 -1.184461 3.564895 -0.07 -0.19 0.76
C 3.112811 -2.093634 2.493614 -0.25 0.63 0.11
C 3.895046 -1.283176 1.354069 -1.59 -1.10 0.23
C 2.999562 -1.304793 0.020603 1.20 -0.24 0.29
C 1.773051 -0.324296 0.076281 0.13 -1.38 -0.20
C 2.216816 1.179827 0.185625 0.85 0.40 1.77
N 2.167925 1.523970 1.642543 -0.39 0.20 -0.82
C 3.665575 1.509228 -0.370495 -0.24 0.85 -1.26
C 3.874564 3.045995 -0.758150 0.20 -0.55 0.85
C 3.632839 4.052047 0.423493 0.80 1.03 -0.88
F 2.392880 4.739295 0.274581 0.90 -0.89 0.43
N 1.289995 2.129221 -0.485295 0.48 -2.86 -2.51
C 1.098100 1.650260 -1.855225 0.23 -0.19 1.04
N 0.970005 2.631466 -2.795174 -0.80 -0.23 -0.21
N 1.091023 0.293737 -2.206294 -2.59 2.84 1.25
C 0.304112 0.100226 -3.444324 0.31 0.40 -2.27
N -1.070872 0.659166 -3.368026 0.29 -1.31 -0.84
C -1.666332 0.391621 -4.728619 -0.66 0.77 -0.38
C 0.679184 -0.550648 -1.065620 0.70 -1.30 2.93
O -0.559723 -0.060341 -0.491677 0.48 0.78 -0.84
C 0.440874 -2.083783 -1.376076 -1.08 -0.51 -1.18
C -1.071158 -2.461885 -1.629840 -2.15 -0.52 -0.06
C -1.954312 -2.763668 -0.484624 0.16 0.06 -1.41
C -3.338296 -3.160413 -0.612696 1.49 0.55 -1.31
C -3.936667 -3.247891 -1.940873 1.41 -0.02 0.11
C -5.442442 -3.642078 -2.098569 0.46 1.48 0.24
C -3.086824 -2.958843 -3.096920 0.21 -0.03 2.03
C -1.673879 -2.585194 -2.944363 -1.35 -0.40 1.25
H -4.781623 0.657352 6.643491 0.21 0.35 -1.11
H -4.925593 1.302672 4.904985 0.50 -0.41 0.73
H -3.675583 0.032333 5.390473 -0.47 1.03 0.06
H -3.839136 2.978834 6.524356 0.58 -0.64 -0.44
H -2.558636 1.750000 6.929054 -0.76 0.42 -0.47
H -1.863246 3.568782 5.183687 -0.28 -0.76 -0.49
H -2.930568 2.625386 4.008102 0.88 0.12 0.69
H -1.346467 0.672951 5.513467 0.27 0.46 -0.97
H -1.159714 1.116980 3.712489 0.27 -0.13 1.10
H 0.721317 2.568953 4.185128 -0.30 -0.55 0.89
H 0.184197 2.867072 5.871005 0.32 -0.90 -0.61
H 1.463276 1.143595 6.714450 -0.11 -0.48 -1.03
H 0.890025 -0.095493 5.556391 0.39 0.85 -0.29
H 2.725321 1.873024 4.163227 0.02 -0.96 0.49
H 3.459477 1.450517 5.736588 -0.59 -0.30 -0.89
H 4.308354 -0.057111 3.851772 -0.55 -0.32 0.64
H 3.624782 -0.892248 5.355978 0.20 0.61 -1.02
H 1.598268 -0.520538 3.159771 0.72 -0.61 -0.03
H 1.890202 -1.887612 4.286171 0.37 0.69 -0.78
H 2.319420 -2.725299 2.004354 0.78 0.41 0.47
H 3.791397 -2.786198 3.057777 -0.45 0.60 -0.63
H 4.831444 -1.848350 1.133667 -0.50 0.89 0.16
H 4.047995 -0.257131 1.756303 0.36 -0.84 -0.58
H 2.714142 -2.390726 -0.069912 -0.07 1.23 -0.03
H 3.684301 -1.125464 -0.859484 -0.88 0.07 0.75
H 1.223167 -0.567693 1.030569 0.58 0.33 -0.91
H 1.603415 2.369987 1.773555 0.53 -0.26 0.11
H 3.103648 1.675166 2.012185 -0.41 0.06 -0.04
H 4.500559 1.258133 0.325081 -0.95 -0.21 -0.40
H 3.811280 0.931502 -1.321468 0.11 0.38 0.82
H 3.262001 3.336506 -1.641711 0.49 -0.05 1.01
H 4.956364 3.148827 -1.059928 -1.07 -0.14 0.22
H 3.730087 3.613149 1.443730 -0.44 0.26 -0.84
H 4.417943 4.859402 0.360212 -0.82 -0.73 0.06
H 0.373175 2.153759 -0.018211 0.17 0.15 -0.31
H 0.011295 2.942834 -2.974252 0.58 -0.34 -0.32
H 1.762080 3.069320 -3.293603 -1.12 -0.13 0.89
H 0.814438 0.705466 -4.247661 -0.41 -0.61 0.94
H 0.331414 -0.949801 -3.850564 0.22 0.80 1.09
H -1.656320 0.101754 -2.738370 0.56 0.15 0.19
H -0.896267 0.122370 -5.493001 -0.54 0.21 0.68
H -2.169940 1.330008 -5.080153 0.41 -0.87 0.21
H -2.435415 -0.420242 -4.704321 0.70 0.61 0.05
H -0.751721 -0.539993 0.330852 0.20 0.04 -0.43
H 0.742124 -2.745839 -0.518697 0.06 0.98 -0.82
H 0.984316 -2.385407 -2.312666 -0.10 0.15 1.12
H -1.480565 -2.685329 0.529545 -0.65 -0.24 -0.90
H -3.892958 -3.394258 0.330047 0.37 0.22 -1.15
H -5.710361 -3.873550 -3.156659 0.29 -0.16 0.94
H -6.018102 -2.705073 -1.833788 0.40 -0.96 -0.26
H -5.770663 -4.415764 -1.363375 0.46 0.41 -0.79
H -3.585815 -3.053530 -4.091740 0.82 0.13 0.83
H -1.094836 -2.417854 -3.877287 -0.39 -0.18 0.83
Br -5.633939 -7.845011 -3.099770 -0.01 0.14 0.04
C -7.413945 -7.062151 -2.986313 0.08 -0.33 0.07
C -8.052148 -6.946402 -4.346563 -0.15 0.25 -0.01
Br -7.308473 -5.453476 -5.352681 0.02 -0.07 -0.05
H -7.307676 -6.105691 -2.480036 -0.05 -0.03 -0.12
H -7.983294 -7.742982 -2.353575 -0.01 0.05 -0.09
H -9.114902 -6.724731 -4.251595 0.07 -0.02 0.04
H -7.924401 -7.836023 -4.958805 0.06 0.05 0.11
Br 3.527265 3.333002 -4.249833 0.94 -0.07 -0.68
C 4.666632 4.237307 -5.552886 0.26 0.22 0.01
C 4.200590 5.648092 -5.801396 -0.18 0.08 -0.29
Br 2.626553 5.680424 -6.945577 0.01 -0.01 0.14
H 4.672601 3.621215 -6.448670 -0.11 0.06 0.07
H 5.661597 4.233879 -5.107949 -0.11 -0.01 0.05
H 4.960502 6.209539 -6.344172 0.03 -0.12 0.06
H 3.941915 6.181794 -4.889605 0.07 -0.10 -0.03
```
Forces are in eV/Å.

maximum force	4.0	eV/A
energy	-327586.034	eV
net charge	+1

Mulliken population analysis, charges in e, atoms 1 to 8: C -1.00; C -0.55; C -0.63; C -0.30; C -0.43; C -0.92; C -0.35; C -0.94